1.
{
  "formula": "C9H15P3",
  "method": "ωB97M-V/def2-TZVPD",
  "relative_energy_kcal_mol": 123.5,
  "orbital_gap_ha": [0.24883, 0.24805],
  "total_energy_ev": -37434.4280,
  "homo_ha": [-0.2564, -0.2666],
  "species": ["P", "P", "P", "C", "C", "C", "C", "C", "C", "C", "C", "C", "H", "H", "H", "H", "H", "H", "H", "H", "H", "H", "H", "H", "H", "H", "H"],
  "positions_angstrom": [[-3.1609, -1.2696, -0.5906], [-3.3825, 0.9982, -0.0380], [-2.9408, -0.5235, 1.4868], [0.9095, 0.0834, 0.3142], [-1.0077, -0.1789, 1.9245], [2.0975, 0.2249, 1.3883], [-1.5687, 3.1329, -0.6656], [0.9577, -1.2947, -0.4030], [-0.2566, 0.5395, 0.9605], [-0.2253, -1.3452, -1.4880], [-1.3810, -1.9649, -0.6757], [-1.8522, 1.6949, -0.4039], [0.1327, -2.0413, -2.2320], [2.5054, 1.1791, 1.5014], [2.0303, -1.2582, -0.8513], [-1.1272, 0.2878, 2.9507], [-2.3485, 3.8870, -0.3947], [-0.6255, -1.1871, 2.2907], [-0.5396, -0.3322, -1.7583], [-0.7930, 3.4956, 0.0486], [1.6071, 0.0449, 2.5151], [-1.6004, -2.9389, -1.1871], [2.7506, -0.6303, 1.2480], [-1.1350, -1.9018, 0.4014], [-1.1016, 3.1561, -1.6577], [1.1147, 0.8295, -0.4712], [0.8834, -2.2207, 0.2503]],
  "mulliken_charge": [-0.01, -0.20, -0.07, 0.98, -1.18, -1.20, -1.07, -1.20, -0.40, -0.41, -0.71, 0.30, 0.40, 0.41, 0.41, 0.45, 0.38, 0.54, 0.33, 0.27, 0.22, 0.32, 0.38, 0.22, 0.27, 0.24, 0.34]
}


2.
{
  "formula": "C33H35F5N4P2SZr",
  "method": "ωB97M-V/def2-TZVPD",
  "relative_energy_kcal_mol": 49.3,
  "total_charge": 2,
  "orbital_gap_ha": 0.13157,
  "total_energy_ev": -85004.2546,
  "homo_ha": -0.4714,
  "species": ["Zr", "S", "P", "P", "F", "F", "F", "F", "F", "N", "N", "N", "N", "C", "C", "C", "C", "C", "C", "C", "C", "C", "C", "C", "C", "C", "C", "C", "C", "C", "C", "C", "C", "C", "C", "C", "C", "C", "C", "C", "C", "C", "C", "C", "C", "C", "H", "H", "H", "H", "H", "H", "H", "H", "H", "H", "H", "H", "H", "H", "H", "H", "H", "H", "H", "H", "H", "H", "H", "H", "H", "H", "H", "H", "H", "H", "H", "H", "H", "H", "H"],
  "positions_angstrom": [[0.2017, -1.6318, 1.1413], [-1.2907, -1.2425, 2.9878], [1.3885, -1.2798, -1.5305], [-2.2927, -0.1394, -1.2103], [-2.5787, 0.6615, 5.2378], [-0.5463, -3.6049, 5.1649], [-1.4770, 1.1510, 7.6462], [0.2653, -0.6355, 8.7700], [0.6574, -3.0714, 7.5603], [-3.8053, -0.8026, -2.0016], [1.8716, -2.5993, -2.8856], [-2.4285, 1.3853, -2.2358], [2.7388, -0.1865, -2.1889], [-0.6405, -2.3438, 5.6727], [-1.1342, 2.0989, 2.3732], [-3.8589, -2.1720, -2.3024], [4.0322, 1.2545, -3.3984], [-0.6491, 2.7343, 3.4445], [1.9891, -2.4716, -4.2764], [-1.6512, -0.2193, 5.6786], [-2.2728, 3.5957, -2.7555], [1.3698, -2.5409, 2.7898], [4.8890, 0.4272, -2.6049], [-1.2255, -1.3188, 4.9058], [0.7882, 3.1181, 3.5513], [-1.7371, 2.8537, -3.8316], [4.0769, -0.4569, -1.8839], [2.5498, -3.6341, -4.8139], [-4.8661, -2.4077, -3.2277], [2.3508, -3.8629, -2.5574], [-0.3054, 1.6859, 1.1832], [-1.1795, 0.0102, 6.9787], [-2.6763, 2.6948, -1.7920], [2.2502, 3.3072, 1.4448], [-1.9465, 1.4992, -3.5473], [2.7240, 0.8095, -3.1676], [-0.3682, -0.9211, 7.6091], [2.2238, 2.0123, 1.1237], [-5.4685, -1.1385, -3.5269], [1.0660, 1.0328, 1.4956], [-4.7869, -0.1765, -2.7820], [-0.1463, -2.1532, 6.9733], [1.2698, 4.0219, 2.3484], [2.7544, -4.5346, -3.7165], [0.1463, -0.4732, -2.5622], [-1.2319, -1.0837, -2.3396], [0.3929, 4.4113, 1.7888], [0.1773, 0.6029, -2.3621], [0.7711, -2.9008, 3.6498], [-3.1520, -2.8581, -1.8788], [-1.8642, 0.6186, -4.1593], [1.9321, -3.4187, 2.4213], [2.7773, -3.7956, -5.8628], [-0.1466, 2.5215, 0.4903], [-1.2756, 3.1217, 4.2793], [1.0397, 3.6786, 4.4708], [1.8155, 4.8960, 2.7463], [2.9836, 1.4981, 0.5450], [0.4224, -0.6457, -3.6068], [-5.1341, -3.3679, -3.6433], [4.3073, -1.2360, -1.1756], [1.8033, 1.1335, -3.6467], [5.9503, 0.5062, -2.5652], [-6.2785, -0.9606, -4.2243], [-1.1597, -2.0832, -1.8656], [-3.2016, 2.8604, -0.8503], [1.3739, 2.1835, 3.5392], [2.0945, -1.8795, 3.2971], [1.0840, 0.6491, 2.5079], [4.3061, 2.0906, -4.0296], [2.3355, -4.1775, -1.5304], [1.6397, -1.6083, -4.8079], [-4.9177, 0.8973, -2.7368], [-0.9876, 1.0000, 0.6571], [-1.2327, 3.2569, -4.6932], [-2.1867, 1.7501, 2.3858], [3.1249, -5.5468, -3.7733], [-1.7192, -1.2220, -3.3094], [1.2307, 0.1217, 0.7896], [-2.3183, 4.6810, -2.7295], [2.9729, 3.9701, 0.9407]],
  "mulliken_charge": [0.64, 0.02, -0.13, 0.21, -0.30, -0.34, -0.26, -0.24, -0.24, 0.31, 0.52, 0.73, 0.90, -0.09, -1.16, -0.35, -0.68, -0.46, -0.46, 0.28, -0.56, -1.01, -0.73, 0.19, -0.88, -0.89, -0.70, -0.57, -0.63, -0.42, 2.16, 0.32, -0.87, -0.54, -0.36, -0.48, 0.51, -0.93, -0.59, 0.32, -0.36, 0.22, -0.80, -0.72, -0.45, -2.18, 0.35, 0.85, 0.24, 0.36, 0.57, 0.52, 0.45, 0.83, 0.46, 0.50, 0.48, 0.46, 0.01, 0.46, 0.41, 0.53, 0.49, 0.45, 1.00, 0.53, 0.21, 0.38, 0.84, 0.49, 0.37, 0.42, 0.41, -1.50, 0.50, 0.59, 0.44, 0.64, -0.59, 0.46, 0.42]
}